27
Properties=species:S:1:pos:R:3:forces:R:3:nbo_charge:R:1 method="wB97M-V/def2-TZVPD" smiles="C=C(CO)C(N)=O.COP(O)OC" homo_lumo_gap_ha=0.3352 homo_energy_ev=-8.968 charge=0
C 1.1313 1.2692 -1.7578 -0.218 -2.529 0.878 -0.373
C 1.0038 -0.0275 -2.1798 1.967 2.145 1.535 -0.122
C 1.3369 -1.1544 -1.2215 -3.775 -1.361 -0.736 -0.102
O 1.9593 -0.8450 -0.0535 -0.694 0.447 1.850 -0.703
C 0.5793 -0.4851 -3.5071 -0.134 -3.201 -0.281 0.618
N -0.0198 0.4318 -4.2780 -1.404 -0.230 -1.632 -0.791
O 0.6705 -1.6978 -3.8145 -0.103 2.510 0.393 -0.601
H 1.3344 1.4583 -0.6960 0.196 -0.336 -0.394 0.220
H 0.9597 2.1682 -2.2766 -0.318 0.661 -1.130 0.197
H 1.8585 -2.0085 -1.6090 -0.090 -0.246 -1.226 0.206
H 0.2948 -1.4856 -0.9585 0.827 -0.351 -0.075 0.189
H 2.7054 -0.4623 -0.4314 2.926 1.402 0.216 0.466
H -0.2950 1.2668 -3.8209 -0.133 0.715 0.312 0.384
H -0.7551 0.0703 -4.9091 1.060 0.239 0.350 0.407
C -0.7933 2.0503 3.8513 0.393 0.919 0.804 -0.256
O -0.1910 0.8216 3.4889 0.469 0.569 1.303 -0.831
P -0.2153 0.1009 2.0769 -0.240 -1.557 0.271 1.559
O 0.5464 -1.3106 2.6050 0.377 1.166 -1.461 -0.993
O -1.7671 -0.4636 2.1525 0.599 0.804 0.082 -0.825
C -2.1170 -1.2851 1.0481 -1.993 3.110 -1.221 -0.278
H -1.7669 1.8211 4.3429 0.452 0.546 -0.836 0.197
H -0.7721 2.7803 3.0212 -0.816 -0.547 0.005 0.179
H -0.1776 2.6232 4.6086 -0.313 -1.213 -0.489 0.187
H 1.2837 -1.4564 1.9636 -0.606 0.031 0.621 0.504
H -3.2485 -1.1989 0.9967 1.281 -0.741 0.079 0.195
H -1.7486 -2.2406 1.2996 0.311 -1.367 -0.724 0.200
H -1.7965 -0.7406 0.0586 -0.021 -1.586 1.508 0.169